# 1
{
  "formula": "C37H40OP2V",
  "method": "ωB97M-V/def2-TZVPD",
  "species": ["H", "H", "H", "C", "C", "P", "C", "H", "H", "C", "C", "H", "C", "H", "H", "H", "C", "H", "C", "C", "C", "P", "C", "H", "H", "H", "H", "H", "C", "C", "C", "H", "O", "C", "H", "H", "C", "H", "H", "H", "H", "C", "C", "C", "H", "C", "H", "H", "C", "H", "H", "C", "C", "H", "H", "H", "H", "V", "C", "C", "C", "H", "C", "C", "C", "C", "C", "H", "H", "H", "H", "C", "C", "H", "C", "H", "H", "C", "H", "C", "C"],
  "positions_angstrom": [[-1.58, 2.90, 6.11], [0.84, -4.39, -3.02], [-3.16, -2.78, 2.35], [1.10, -0.51, 6.72], [-1.69, 2.14, 5.33], [1.62, 0.66, -2.63], [-0.52, 2.30, 4.38], [2.52, -0.66, 3.56], [-1.09, 0.73, 6.86], [-1.56, -1.77, 1.30], [-0.92, -0.31, -2.89], [-2.52, -1.35, 3.46], [2.37, 1.08, -4.30], [4.38, 3.44, 0.31], [-2.39, 2.58, 1.98], [-2.44, -1.91, -4.35], [1.29, 0.41, 5.55], [1.36, -1.97, 4.03], [3.08, 2.26, -4.57], [-1.28, -2.29, -1.01], [-2.75, 0.72, 2.97], [-0.14, -1.84, -2.35], [-0.13, 0.78, -3.10], [1.37, 0.02, 7.65], [-1.60, -1.35, 5.62], [-3.46, 1.34, 3.54], [4.17, 3.43, -6.03], [-3.81, -4.13, 0.38], [1.51, -1.09, 3.38], [-2.99, -3.41, 0.28], [3.43, 3.39, -0.22], [-2.93, -3.53, -6.17], [2.16, 1.27, 5.40], [-2.09, -3.71, -5.50], [-1.51, 1.29, 1.23], [0.06, -0.84, 6.82], [1.28, 4.36, -0.79], [-3.35, 0.25, 2.17], [0.37, -5.99, -4.88], [-2.56, -3.89, -1.77], [-1.47, -5.52, -6.50], [3.62, 2.51, -5.84], [-1.81, -2.79, -4.48], [-0.23, -5.09, -4.77], [0.26, 2.98, 4.75], [-0.72, -3.02, -3.63], [-0.46, 1.72, -3.56], [3.82, 1.44, -1.06], [-1.82, 0.80, 6.04], [-1.11, -1.27, 2.15], [0.56, 5.17, -0.71], [2.50, 4.43, -0.12], [2.70, 0.41, -6.62], [2.74, 5.31, 0.48], [2.53, -0.31, -7.43], [0.00, 3.18, -2.07], [1.37, -1.35, 2.31], [0.00, 0.23, 3.83], [-2.15, -0.37, 3.78], [-2.30, -3.26, -0.92], [0.96, 3.24, -1.57], [1.72, -1.41, 6.56], [-0.93, -1.53, 0.11], [2.17, 0.16, -5.35], [-1.28, -4.84, -5.67], [3.12, 2.28, -1.00], [3.43, 1.59, -6.88], [-2.66, 2.40, 4.89], [3.82, 1.79, -7.88], [-2.01, -0.31, -2.97], [3.19, 3.01, -3.78], [-1.67, -0.36, 5.12], [-1.78, 1.69, 2.22], [1.57, -0.74, -5.18], [1.90, 2.21, -1.70], [-2.81, 0.77, 6.55], [0.13, 2.73, 2.38], [-0.58, 2.14, 2.97], [-0.15, -0.77, 0.05], [0.04, -4.19, -3.74], [-2.63, -2.66, 1.40]],
  "e_above_lowest_kj_mol": 0.00,
  "energy_ev": -85323.782,
  "spin_multiplicity": 4,
  "homo_lumo_gap_ev": [7.2192, 6.8389],
  "s_squared": 3.805,
  "lumo_ha": [0.016, -0.009]
}



# 2
{
  "formula": "C31H70N4O16P4",
  "method": "ωB97M-V/def2-TZVPD",
  "species": ["C", "O", "O", "H", "H", "C", "H", "C", "C", "H", "H", "H", "H", "H", "H", "O", "H", "H", "H", "H", "H", "H", "N", "O", "O", "C", "C", "H", "H", "C", "C", "H", "C", "H", "H", "C", "H", "H", "H", "H", "C", "P", "H", "H", "C", "H", "H", "H", "O", "H", "H", "H", "O", "H", "C", "H", "P", "P", "H", "N", "H", "C", "N", "C", "N", "O", "O", "O", "H", "C", "H", "C", "H", "O", "O", "H", "H", "H", "H", "H", "O", "H", "H", "H", "H", "H", "H", "C", "C", "C", "H", "H", "C", "H", "O", "H", "O", "H", "C", "H", "C", "C", "H", "H", "H", "H", "O", "H", "H", "C", "C", "H", "C", "P", "H", "C", "H", "H", "H", "H", "H", "C", "C", "H", "C"],
  "positions_angstrom": [[0.95, 1.57, 1.21], [-4.69, -2.15, -4.72], [-0.10, 0.85, 1.90], [-3.90, -2.93, -2.30], [-3.98, 2.75, 0.56], [-5.36, -1.86, -3.49], [4.84, 2.93, 0.78], [-2.83, 5.86, 3.00], [4.45, 2.87, -4.83], [-0.96, -2.64, -1.06], [-5.05, -5.55, -6.91], [-2.04, -7.32, 6.14], [-3.40, 0.52, -0.16], [-0.73, -0.91, -4.73], [5.96, 5.77, 1.02], [5.91, 4.80, -0.76], [-0.17, -8.23, 0.60], [1.46, 6.05, 5.78], [-1.03, -3.03, -5.79], [7.11, 6.83, -3.16], [-2.03, -6.49, 1.28], [7.19, 4.21, -4.71], [-0.20, 7.43, 3.25], [-2.72, -3.62, -4.86], [-5.47, -4.52, -4.76], [1.00, 6.95, 5.36], [0.55, 6.66, 3.95], [-6.79, -3.59, -7.18], [-2.74, 1.63, -1.36], [2.34, -6.79, 3.78], [-4.91, -4.63, -7.48], [-0.31, -4.18, -0.47], [-2.19, 8.60, 2.73], [-4.06, 7.82, 4.32], [3.05, -7.62, 3.88], [0.30, -2.47, 0.69], [1.32, -2.76, 0.95], [-0.05, 3.43, 1.68], [-0.34, -2.81, 1.50], [-1.04, -8.37, 5.15], [-2.65, 1.30, -0.32], [-4.30, -3.68, -5.06], [-0.12, 2.99, -0.01], [-1.44, 8.52, 4.66], [-1.25, -8.37, 0.55], [-2.44, -2.09, -6.26], [0.17, 4.70, 3.37], [6.40, 5.65, -5.35], [0.19, -5.89, 2.07], [8.14, 5.66, -4.98], [7.48, 5.24, -2.52], [-1.60, -8.11, -0.45], [-2.07, -1.22, 1.08], [3.97, 3.84, -4.70], [-0.09, -3.12, -0.61], [1.21, 5.62, 2.26], [4.92, 4.48, -2.03], [-0.25, -6.47, 3.36], [0.95, -7.78, 6.42], [-3.18, 5.54, 1.95], [4.55, 3.92, 2.22], [6.87, 5.77, -3.25], [-2.72, 9.13, 1.86], [4.90, 2.29, -3.50], [-3.54, 7.17, 4.91], [-1.34, 0.75, -0.19], [5.67, 3.22, -2.73], [3.74, 3.91, -1.34], [1.75, -5.06, 4.94], [0.51, 2.98, 0.87], [6.20, 3.45, 1.76], [-1.05, -7.43, 5.70], [3.50, -5.25, 4.74], [1.04, -7.38, 3.81], [5.47, 5.67, -2.92], [1.77, 7.72, 5.37], [1.29, 1.05, 0.33], [1.78, 1.61, 1.92], [5.54, 1.43, -3.67], [-2.35, 3.36, 0.32], [-4.23, -3.65, -6.70], [-1.45, -9.43, 0.72], [-5.01, -1.91, -1.36], [-1.27, -2.00, -3.43], [-6.87, -4.92, -8.35], [-2.66, 2.25, 1.64], [-4.18, 6.42, 5.11], [-1.56, -1.52, -4.37], [2.56, -5.79, 4.89], [-1.93, -2.55, -5.41], [3.74, 2.20, -5.31], [-1.88, 5.97, 4.86], [-2.38, 6.66, 4.18], [2.52, -6.33, 2.81], [0.28, -1.05, 0.58], [2.60, -6.28, 5.87], [-0.92, -6.31, 4.80], [-6.23, -2.52, -3.38], [1.02, 5.38, 3.31], [5.29, 3.01, -5.51], [-1.96, -7.53, 1.60], [-2.92, 2.48, 0.60], [0.15, -6.41, 7.17], [1.92, 4.97, 3.75], [-2.98, -7.89, 1.75], [-0.31, -8.07, 7.61], [-1.30, -7.62, 2.87], [0.18, 7.20, 6.03], [4.33, 5.46, 0.43], [5.22, 3.76, 1.37], [5.33, 5.02, 0.54], [-4.26, -4.87, -8.32], [7.16, 5.30, -4.66], [-1.01, -0.18, 1.10], [-5.74, -0.84, -3.58], [0.00, -7.42, 6.79], [0.72, -3.04, -1.34], [4.04, 1.96, -2.92], [1.38, 3.60, 0.64], [-3.70, -1.18, -2.30], [-2.39, -0.85, -4.16], [-4.44, -1.98, -2.29], [-1.48, 7.84, 3.79], [-6.10, -3.38, -8.78], [-6.24, -4.11, -7.98]],
  "energy_ev": -109161.863,
  "smiles": "CC(C)=N[C@@H](C#N)[C@@H](N)C#N.CCOP(=O)(OCC)OCC.CCOP(=O)(OCC)OCC.CCOP(=O)(OCC)OCC.CCOP(=O)(OCC)OCC",
  "homo_lumo_gap_ev": 9.5209,
  "lumo_ha": 0.008
}



# 3
{
  "formula": "C22H24ClF6N2O6S",
  "method": "ωB97M-V/def2-TZVPD",
  "species": ["H", "O", "N", "C", "C", "C", "H", "O", "F", "C", "O", "F", "H", "C", "C", "C", "H", "F", "H", "C", "C", "H", "H", "H", "C", "H", "O", "H", "H", "C", "H", "N", "Cl", "O", "C", "H", "H", "C", "H", "C", "H", "H", "F", "C", "C", "C", "H", "H", "H", "C", "F", "H", "H", "O", "S", "C", "C", "F", "C", "H", "H", "C"],
  "positions_angstrom": [[-3.25, 0.10, 1.60], [2.78, 0.66, -5.35], [-1.32, 2.79, -1.80], [3.35, 0.15, -4.12], [2.30, 1.88, -5.28], [-0.69, 0.64, -0.21], [1.54, -0.70, 3.90], [2.23, 2.59, -4.31], [1.01, 3.40, -6.54], [0.43, -3.54, 0.46], [0.51, 0.45, 7.26], [3.65, 1.71, 7.10], [3.93, -0.72, -4.40], [-0.25, -0.50, 0.67], [1.63, 0.49, 6.85], [2.23, -0.17, -3.15], [-1.14, -3.51, 1.96], [2.81, 2.61, -7.46], [-5.05, -2.42, -2.17], [-0.09, 2.72, -1.27], [-3.59, -0.95, -1.60], [-5.09, -1.55, 1.85], [1.24, 1.58, -0.06], [-2.06, 3.41, -3.85], [0.28, 1.03, 4.15], [0.62, 3.49, -1.52], [0.87, -1.14, 0.25], [0.98, 1.74, 3.70], [-1.41, -4.67, 0.69], [-3.62, -0.44, 0.75], [-3.20, -0.83, -2.59], [-5.14, -2.07, -0.15], [-0.33, -2.29, -1.84], [-0.78, -0.70, 1.72], [2.85, 0.86, 7.73], [1.09, -3.50, 1.32], [-0.44, 0.71, 3.39], [-3.07, -0.24, -0.52], [-3.23, 1.99, -1.97], [-4.65, -1.37, 0.88], [0.33, -0.87, 5.17], [1.53, -0.88, -3.58], [2.44, 1.40, 8.87], [0.24, 1.64, -0.46], [1.78, 2.32, -6.67], [0.79, -2.38, -0.44], [0.72, -4.42, -0.10], [2.64, -0.58, -2.23], [1.77, -2.53, -0.88], [-2.25, 1.84, -1.53], [1.06, 1.35, -7.23], [4.03, 0.90, -3.70], [-0.26, 1.55, 4.94], [2.04, 0.22, 5.62], [-1.70, 4.16, -2.81], [-1.98, 0.74, -0.74], [-4.63, -1.85, -1.35], [3.54, -0.26, 8.01], [-1.04, -3.67, 0.89], [1.70, 0.74, -2.92], [-1.69, -2.94, 0.41], [1.01, -0.17, 4.69]],
  "energy_ev": -78124.620,
  "homo_lumo_gap_ev": 7.9248,
  "charge": 1,
  "lumo_ha": -0.181
}



# 4
{
  "formula": "C7H11N3O4",
  "method": "ωB97M-V/def2-TZVPD",
  "species": ["H", "H", "O", "O", "H", "C", "H", "N", "H", "H", "N", "H", "H", "H", "C", "C", "H", "O", "C", "C", "O", "C", "N", "H", "C"],
  "positions_angstrom": [[4.46, -1.77, -1.22], [-2.38, -2.10, 1.37], [1.49, -1.34, -1.32], [-1.14, -0.71, 0.42], [-1.71, -2.53, -0.21], [3.87, -1.01, -0.72], [0.58, 3.28, 0.19], [3.36, 0.46, 0.93], [3.57, 0.60, 1.86], [-2.88, -0.64, -1.33], [2.17, -0.04, 0.43], [-4.12, -1.70, -0.37], [2.21, 2.42, 0.34], [5.42, -0.04, 0.59], [-0.04, -0.90, 1.04], [4.31, -0.27, 0.32], [-3.54, -0.16, 0.19], [0.44, 1.31, -0.31], [-2.11, -1.72, 0.31], [2.44, -0.87, -0.64], [0.40, -1.73, 1.71], [-3.26, -1.06, -0.36], [0.90, 0.51, 0.84], [1.45, 2.70, -1.29], [1.19, 2.56, -0.23]],
  "e_above_lowest_kj_mol": 545.11,
  "energy_ev": -20092.444,
  "smiles": "CCOC(=O)N(OC)n1[nH]ccc1=O",
  "homo_lumo_gap_ev": 9.3327,
  "lumo_ha": 0.029
}



# 5
{
  "formula": "C5H9N3",
  "method": "ωB97M-V/def2-TZVPD",
  "species": ["H", "H", "N", "H", "H", "H", "C", "N", "C", "N", "C", "H", "C", "H", "H", "C", "H"],
  "positions_angstrom": [[-1.93, 1.19, -1.11], [0.50, 1.88, -1.70], [-0.22, -1.71, -0.63], [-1.02, 2.24, -0.04], [-0.19, -0.60, 2.37], [1.76, -1.51, -1.19], [1.01, -1.37, -0.45], [0.27, 0.99, -1.19], [-0.10, -0.50, 1.34], [-0.98, -1.30, 0.41], [-1.22, 0.15, 0.61], [0.15, 0.24, -1.85], [-0.96, 1.21, -0.50], [-2.17, 0.28, 1.19], [2.04, -1.03, 1.46], [1.33, -0.57, 0.78], [1.71, 0.41, 0.52]],
  "e_above_lowest_kj_mol": 320.65,
  "energy_ev": -9798.144,
  "smiles": "NC[C@@H]1[C@@H]2CC=NN12",
  "homo_lumo_gap_ev": 9.3897,
  "lumo_ha": 0.035
}



# 6
{
  "formula": "C40H102N6O16",
  "method": "ωB97M-V/def2-TZVPD",
  "species": ["H", "C", "H", "C", "H", "C", "H", "H", "C", "H", "O", "H", "H", "H", "O", "H", "C", "H", "O", "H", "H", "H", "H", "C", "H", "C", "H", "C", "H", "H", "H", "C", "H", "H", "C", "C", "H", "C", "C", "H", "H", "H", "H", "C", "H", "H", "H", "H", "H", "H", "H", "C", "H", "H", "C", "H", "H", "H", "H", "O", "C", "H", "H", "H", "H", "H", "H", "N", "O", "O", "H", "C", "H", "H", "H", "H", "C", "H", "O", "C", "H", "H", "O", "H", "H", "H", "O", "H", "H", "H", "H", "H", "H", "H", "O", "H", "H", "H", "C", "H", "C", "O", "H", "H", "N", "H", "C", "H", "H", "C", "H", "H", "H", "H", "H", "H", "C", "O", "C", "H", "C", "C", "N", "C", "O", "C", "H", "N", "C", "H", "N", "H", "N", "C", "H", "C", "H", "H", "H", "H", "O", "C", "H", "H", "H", "C", "C", "C", "H", "H", "H", "H", "O", "H", "C", "H", "H", "H", "C", "H", "H", "H", "O", "C"],
  "positions_angstrom": [[0.87, 2.76, 0.20], [-0.99, -0.89, -4.16], [5.55, 3.11, -4.10], [-4.60, -0.56, 0.41], [-0.18, 3.36, 4.74], [1.61, -5.48, 1.72], [2.98, -7.08, 0.18], [2.32, 6.84, 2.07], [-4.31, -2.06, 0.41], [2.56, -9.42, -0.47], [4.76, -3.47, -1.66], [-0.20, 2.54, -2.32], [3.62, -1.84, -1.46], [-0.34, 4.38, 2.26], [0.06, 1.02, 1.40], [-3.83, -2.18, -0.57], [10.26, 6.10, -5.04], [1.76, -11.38, 2.05], [0.85, 5.82, 3.05], [-6.11, -3.38, 5.17], [1.83, -2.41, -2.69], [5.02, 4.44, -2.63], [4.79, -4.27, -2.19], [-4.34, 3.48, 4.66], [-2.31, 4.65, -2.82], [1.95, -8.98, 0.32], [-1.49, 0.13, 4.14], [4.66, 1.25, -0.57], [-1.11, -0.60, 1.48], [-4.59, 0.88, -1.82], [1.70, -0.43, -4.20], [-0.53, 3.98, -0.74], [2.30, 4.59, 0.82], [-7.74, 1.71, 6.93], [-4.85, 2.22, 5.35], [-5.11, -3.12, 5.54], [-4.91, -0.87, -2.20], [1.97, -7.47, 0.36], [6.00, 3.01, -1.39], [1.23, -4.73, -2.83], [-2.36, -2.15, 3.14], [-4.78, -3.71, -6.92], [-1.34, 1.00, 5.62], [2.11, 6.46, 3.07], [-2.28, 2.70, 6.25], [0.95, -2.95, 4.75], [2.16, -7.29, 2.37], [2.11, 7.28, 3.78], [1.84, 0.08, -0.01], [-6.13, 0.32, -2.42], [3.03, -3.17, -0.50], [3.49, -2.93, -1.47], [-5.21, -2.68, 0.40], [1.19, -2.03, -4.88], [-1.24, 3.39, 4.50], [-0.77, 1.83, -0.85], [2.90, 5.78, 3.41], [6.52, 5.49, -4.73], [0.57, -1.08, 1.74], [-0.08, -0.44, -5.15], [-4.33, -2.75, -7.16], [-1.66, 1.10, -4.30], [-4.86, -0.15, 1.39], [10.42, 7.18, -5.11], [2.48, -5.22, 3.56], [1.40, -6.96, -0.42], [0.06, 1.04, 4.54], [-3.34, -0.04, -4.69], [1.45, -0.45, -0.72], [-5.68, -0.29, -0.45], [-4.68, -1.02, 4.13], [-4.43, -1.97, 3.64], [-4.61, -2.51, -8.19], [6.70, 4.02, -5.64], [-6.17, 1.36, 7.47], [-3.70, -0.01, 0.13], [6.99, 4.50, -4.70], [-0.47, 1.32, 2.15], [1.57, -3.51, 2.86], [-0.08, -0.37, 1.20], [6.66, 4.95, -2.26], [0.86, -5.05, 1.04], [-6.21, 2.48, 5.78], [0.70, -5.27, 3.74], [-0.43, -1.11, -3.25], [-2.14, 3.24, -3.91], [4.92, 2.11, -1.65], [1.34, 3.88, 2.83], [-3.02, 1.06, -6.46], [10.41, 5.64, -6.01], [-4.98, 1.40, 4.64], [-0.26, -1.74, -0.52], [-5.16, 4.17, 4.46], [-4.93, -3.90, 6.29], [-4.88, -1.70, -6.39], [0.90, -9.27, 0.29], [-2.33, -0.49, -6.54], [0.99, 5.79, 0.53], [1.83, -2.84, 4.10], [-3.68, -1.00, -4.63], [1.23, -0.95, -5.04], [-4.15, -3.01, 4.53], [6.01, 3.43, -0.38], [-1.55, -1.78, -4.50], [0.68, 3.73, 0.02], [-6.80, 0.44, 6.11], [-0.90, 2.71, -1.49], [1.85, -1.79, 3.81], [-4.38, 1.95, 6.30], [-3.25, -1.74, 2.65], [-2.35, 0.27, -2.91], [6.89, 2.37, -1.43], [-5.18, 0.35, -6.56], [5.52, 0.94, 0.02], [-3.66, 3.64, -3.02], [-3.12, -0.66, 2.60], [8.51, 4.49, -4.60], [2.55, -9.42, 1.55], [-5.30, 0.05, -1.76], [-4.34, -0.26, -7.94], [1.23, 4.79, 0.85], [-2.12, 3.64, 5.69], [-3.30, -2.44, 1.39], [-4.49, -0.43, -6.88], [8.92, 5.87, -4.64], [1.52, -4.93, 3.11], [-0.28, 4.77, -1.46], [1.51, -6.95, 1.67], [0.13, -0.75, -0.25], [-5.13, -2.18, 6.11], [-3.42, 4.26, 5.51], [2.74, -3.08, 4.66], [6.43, 3.49, -3.78], [0.72, 4.63, 2.32], [8.94, 3.97, -3.74], [2.55, -3.24, -2.64], [3.87, 1.69, 0.06], [2.08, -10.20, 3.34], [3.17, -3.13, -3.54], [-5.27, -2.37, 3.05], [2.06, -4.55, -2.39], [-6.75, 1.44, 6.54], [-2.99, -3.39, 1.28], [10.90, 5.75, -4.23], [-1.41, 4.18, 3.77], [1.74, -10.32, 2.31], [-2.57, 3.60, -2.98], [-1.04, 1.02, 4.56], [-1.41, 4.30, -0.18], [8.86, 4.20, -5.60], [-3.90, 4.40, 6.40], [4.05, 0.40, -0.89], [-2.24, 2.72, -1.93], [-3.25, -2.92, -7.04], [-2.09, 0.16, -3.96], [-0.51, -0.09, -0.87], [0.77, -9.81, 2.37], [-1.45, 4.09, 6.44], [-3.21, 0.04, -6.12], [2.49, -5.05, 1.21], [-3.80, 3.14, 3.78], [1.77, -0.80, -5.97], [-1.57, 2.13, 3.87], [6.04, 4.08, -2.46]],
  "e_above_lowest_kj_mol": 360.03,
  "energy_ev": -84821.184,
  "smiles": "COCCNCCOC.COCCNCCOC.COCCNCCOC.COCCNCCOC.COCCNCCOC.COCCNCCOC.OCCO.OCCO",
  "homo_lumo_gap_ev": 8.3352,
  "lumo_ha": 0.015
}